No. 1
Here is an isolated molecule of C20H24O3Si at a distorted geometry from the Open Molecules 2025 dataset. Energies are from ωB97M-V with the def2-TZVPD basis set.

Values from the calculation:
Net charge: 0
Structure (SMILES): CO[Si](C)(OC/C=C/c1ccccc1)OC/C=C/c1ccccc1
HOMO-LUMO gap (Ha): 0.343

Cartesian coordinates (Å):
C 0.560827 -0.583605 -5.475013
O -0.144071 0.199075 -4.540231
Si 0.722970 0.621462 -3.198351
C 1.673528 2.175146 -3.535514
O 1.812128 -0.587900 -2.902042
C 2.940103 -0.430954 -2.048237
C 2.856030 -1.223881 -0.768583
C 1.844475 -1.091182 0.077861
C 1.630257 -1.752808 1.367945
C 2.299840 -2.917172 1.689720
C 1.994609 -3.594020 2.859771
C 1.035987 -3.103234 3.719738
C 0.429081 -1.908154 3.446241
C 0.737713 -1.232067 2.281940
O -0.171964 0.909453 -1.828985
C -1.315905 0.105150 -1.652516
C -1.981000 0.401232 -0.385254
C -1.553313 1.363005 0.434518
C -2.225897 1.729613 1.690486
C -2.937292 2.907866 1.817407
C -3.684742 3.167640 2.936360
C -3.760280 2.219278 3.913387
C -3.095360 1.019134 3.807682
C -2.301577 0.789112 2.688786
H 0.852871 -1.512372 -5.023957
H 1.470162 -0.103524 -5.809566
H -0.086343 -0.767416 -6.370766
H 1.951067 2.541939 -2.552784
H 1.001797 2.883761 -4.005763
H 2.547550 2.098336 -4.168243
H 3.117278 0.634727 -1.836605
H 3.801123 -0.762439 -2.617313
H 3.712980 -1.866196 -0.464092
H 1.025109 -0.402004 -0.210862
H 2.927180 -3.344699 0.925070
H 2.454839 -4.550395 3.021587
H 0.810933 -3.661899 4.613220
H -0.279200 -1.495478 4.144774
H 0.288957 -0.280948 2.085895
H -0.944381 -0.933605 -1.664477
H -2.014232 0.247400 -2.462727
H -2.866371 -0.148384 -0.098468
H -0.757844 1.982081 0.051379
H -2.847794 3.635673 1.032554
H -4.209679 4.100678 3.028977
H -4.334547 2.386796 4.792857
H -3.196051 0.299756 4.604218
H -1.791552 -0.163976 2.587976

Forces on the atoms, in the same order (eV/Å):
C -0.68 -0.37 -1.28
O -0.15 0.15 1.14
Si 1.01 0.44 -0.01
C -0.56 -0.12 0.29
O -0.53 -0.05 0.07
C 0.23 -0.07 -0.19
C 0.61 -0.26 0.62
C -1.00 0.84 -0.32
C 0.52 0.08 -0.32
C -0.42 -0.51 -0.07
C 0.31 -0.17 -0.76
C 0.42 -0.59 0.48
C -0.20 0.53 0.04
C -0.24 0.18 0.21
O 0.21 0.46 -1.33
C 0.57 -0.96 -0.12
C -0.04 0.74 1.58
C -0.16 0.18 -0.85
C -0.14 -0.60 -0.56
C 0.59 0.47 -0.38
C -0.04 0.52 -0.41
C -0.18 -0.56 0.83
C 0.39 0.07 -0.27
C -0.36 -0.90 0.92
H 0.05 -0.67 0.03
H 0.30 0.35 -0.18
H 0.48 0.16 0.83
H 0.23 0.43 0.07
H -0.15 0.32 0.04
H 0.22 -0.28 -0.04
H -0.11 -0.19 0.11
H 0.24 -0.11 -0.11
H -0.57 0.52 -0.54
H 0.52 -0.34 0.17
H 0.33 -0.24 0.15
H 0.17 -0.25 0.28
H -0.17 -0.02 0.17
H -0.18 0.14 0.09
H -0.30 0.38 -0.19
H -0.57 -0.11 0.00
H -0.27 -0.09 -0.51
H -0.06 -0.35 -0.16
H 0.34 0.16 0.20
H -0.13 0.26 -0.28
H -0.16 0.23 0.04
H -0.48 0.25 0.55
H 0.11 -0.22 0.01
H -0.02 0.14 -0.07

***

No. 2
Here is a structure of composition C20H25BF19O10Sn at a distorted geometry from the Open Molecules 2025 dataset. Energies are from ωB97M-V with the def2-TZVPD basis set.

Values from the calculation:
Net charge: +1
HOMO-LUMO gap (Ha): 0.333

Cartesian coordinates (Å):
Sn -1.928878 -2.339444 1.193051
B -1.088414 -0.428862 0.019190
F -2.363246 -0.211023 0.451660
F -0.660600 0.634148 -0.738854
F -0.348517 -0.567622 1.113105
F -0.984817 -1.549500 -0.760444
C 0.986702 -0.039303 -2.224233
C 0.608057 1.510890 -2.109965
O 0.575306 2.124893 -3.348870
C 1.731670 2.602033 -3.977793
O 2.886429 2.404550 -3.556361
C 1.417797 3.457031 -5.231582
F 0.096576 3.705647 -5.262441
F 2.144160 4.554492 -5.251244
F 1.723356 2.670902 -6.277534
H 0.258470 -0.543123 -2.859794
H 0.964795 -0.527869 -1.250104
H 2.022355 -0.058582 -2.563548
H 1.164590 2.057439 -1.348609
H -0.437314 1.602425 -1.815124
C -1.020392 1.400649 4.571444
C -0.050662 0.855572 3.527560
O 0.500624 -0.375289 3.948616
C -0.143927 -1.529458 3.718102
O -1.096114 -1.603724 2.926805
C 0.345376 -2.750175 4.543135
F 1.344659 -2.374887 5.368582
F -0.719041 -3.245028 5.311838
F 0.779421 -3.767633 3.744496
H -0.523081 1.416847 5.541250
H -2.000496 0.946439 4.717023
H -1.100143 2.462886 4.340384
H 0.745575 1.584852 3.378387
H -0.448475 0.738424 2.519535
C 1.806213 -2.616654 -2.504884
C 1.081405 -2.477789 -1.130959
O 1.983585 -2.282437 -0.028020
C 1.436472 -2.263724 1.230171
O 0.242237 -2.495405 1.387223
C 2.313658 -1.947450 2.444670
F 2.281182 -3.024091 3.223262
F 3.613903 -1.720530 2.145302
F 1.924971 -0.906407 3.119097
H 2.315515 -1.716173 -2.848178
H 1.132316 -2.879581 -3.320255
H 2.638019 -3.309892 -2.379896
H 0.421410 -3.328963 -0.963565
H 0.404024 -1.623830 -1.134593
C 2.449834 0.218255 0.483024
C 1.203683 1.130133 0.451170
O 1.532713 2.491319 0.661345
C 1.038340 3.177625 1.692661
O 0.311754 2.695059 2.567582
C 1.509029 4.646806 1.712013
F 1.721679 5.057806 2.952488
F 2.606473 4.879763 1.023713
F 0.523916 5.455695 1.228264
H 2.520448 -0.580455 -0.255330
H 2.561757 -0.239959 1.465677
H 3.314468 0.864340 0.331119
H 0.400876 0.781911 1.101057
H 0.693238 1.166643 -0.511232
C -2.536967 0.709704 -3.020107
C -2.502866 -0.509232 -2.110423
O -3.785082 -1.103048 -2.045057
C -4.172323 -1.924624 -1.065156
O -3.394325 -2.380109 -0.239227
C -5.621657 -2.464425 -1.096158
F -5.499556 -3.788584 -1.373039
F -6.149527 -2.393652 0.053725
F -6.332075 -1.840232 -1.998386
H -3.166183 1.574463 -2.809425
H -2.650448 0.349611 -4.042625
H -1.545526 1.153955 -3.108329
H -2.189406 -0.086246 -1.155993
H -1.818977 -1.268194 -2.490388

Forces on the atoms, in the same order (eV/Å):
Sn -1.17 -4.56 2.58
B 1.41 3.77 -1.77
F -2.07 0.47 2.36
F -5.69 -2.89 3.42
F -0.17 0.21 0.27
F -2.43 -1.51 1.49
C 0.57 3.59 -0.09
C 0.28 -0.19 -2.10
O 2.26 2.05 -3.57
C 2.09 -1.28 3.38
O -3.86 0.61 -1.47
C -0.52 -1.61 0.63
F 0.70 0.55 -0.35
F -0.37 0.04 -0.17
F -0.03 0.51 -0.21
H 0.33 0.12 -0.34
H 0.74 1.97 -1.36
H -0.44 0.04 -0.42
H 0.69 0.61 -1.81
H 1.42 1.43 -1.82
C 0.71 0.72 0.23
C -1.40 -0.77 0.67
O -8.04 -2.34 5.05
C -1.30 3.61 0.66
O 0.44 0.76 5.30
C -0.38 -1.64 1.43
F -1.28 -0.53 -0.59
F 1.88 1.20 -1.51
F -7.23 -1.86 3.56
H 0.09 -0.31 0.09
H 0.11 -0.17 -0.48
H -0.55 -0.09 -0.07
H 0.54 -2.32 1.64
H -0.37 0.00 1.17
C 1.10 -0.07 1.27
C 0.05 -1.07 -1.73
O 0.05 -1.44 3.24
C -0.79 -1.07 -4.11
O 4.66 -2.88 -0.14
C 3.94 -1.49 -0.63
F 6.22 3.19 -2.72
F -0.19 -0.78 -0.45
F 6.31 -2.07 -3.41
H -0.23 -0.30 0.39
H -0.11 -0.41 0.36
H -0.33 -0.59 -0.30
H 0.46 -0.50 0.24
H 2.49 -2.63 -0.40
C 0.18 1.61 0.33
C 0.61 -0.66 0.64
O 0.44 2.09 1.20
C -0.70 -1.73 0.60
O 1.10 5.84 -4.51
C -0.66 1.39 0.10
F 0.04 -0.43 0.53
F 0.20 -0.37 -0.45
F 0.33 -0.85 -0.13
H 0.00 1.28 0.25
H 0.17 1.15 -1.05
H 0.14 0.03 0.10
H 2.06 2.08 0.15
H 2.65 -0.34 3.19
C 0.61 -0.51 -1.57
C 0.28 2.32 -1.06
O -3.19 -1.48 1.62
C 1.79 1.31 -2.40
O -2.82 -0.18 -2.01
C 1.58 -0.96 -1.93
F -0.07 0.55 -0.55
F -1.24 0.69 2.61
F -0.41 -0.02 -0.41
H -0.51 -0.58 0.32
H -0.70 0.29 -0.17
H 0.07 -0.29 0.33
H -2.20 -0.72 -2.89
H -0.34 0.40 -0.26

***

Asked for energy relative to the best compared isomer or geometry (same formula, charge and spin) across the records above, the calculation gives 0.0 439.0 kcal per mole in order.
Asked for E_HOMO across the records above, the calculation gives -0.314 -0.479 Eh in order.
Asked for E across the records above, the calculation gives -35151.63905 -99739.67886 eV in order.